#P
{"formula": "C5H5F2N", "method": "wB97M-V/def2-TZVPD", "species": ["C", "N", "H", "C", "F", "H", "C", "H", "H", "C", "H", "C", "F"], "positions_angstrom": [[2.2819, 0.8954, -0.3496], [3.0562, 1.6364, -0.7789], [-1.4100, 1.3295, 1.5255], [-1.2102, -0.5819, 0.1166], [1.4332, -0.5868, 1.3439], [0.0653, -0.4293, -1.7133], [0.1176, -0.7032, -0.6745], [-1.4803, 1.6374, -0.1858], [-2.1327, -0.8855, -0.3953], [1.1466, 0.0928, 0.1824], [-1.2557, -1.2305, 0.9519], [-1.1768, 0.8807, 0.5641], [0.5649, -2.0550, -0.5872]], "nbo_charge": [0.17, -0.26, 0.20, -0.51, -0.32, 0.20, 0.16, 0.18, 0.23, 0.33, 0.24, -0.27, -0.37], "spin_multiplicity": 1, "lumo_ev": [-1.144, -0.568]}



#Q
{"formula": "C5H5F2N", "method": "wB97M-V/def2-TZVPD", "species": ["F", "H", "H", "C", "H", "C", "N", "C", "C", "H", "H", "C", "F"], "positions_angstrom": [[1.9856, -1.0520, -0.4287], [-0.6505, -2.2258, 0.2949], [-3.1814, -1.1747, -0.0615], [1.4270, -0.0728, 0.3519], [-0.4914, 2.1223, -0.1235], [-0.9364, -1.1573, 0.1753], [-2.1080, 0.6985, -0.1415], [-0.0516, -0.0520, 0.1569], [-0.8052, 1.0818, -0.0455], [-2.8633, 1.3356, -0.3007], [1.7556, -0.2762, 1.3698], [-2.1978, -0.6725, -0.0144], [1.9667, 1.1149, -0.0083]], "nbo_charge": [-0.35, 0.24, 0.22, 0.57, 0.23, -0.29, -0.50, -0.20, -0.04, 0.41, 0.13, -0.07, -0.34], "smiles": "FC(F)c1cc[nH]c1", "spin_multiplicity": 1, "lumo_ev": 0.870}



Energies relative to the most stable structure, in eV: #P 4.375; #Q 0.000.



#P
{"formula": "C4H7ClO", "method": "wB97M-V/def2-TZVPD", "species": ["H", "H", "H", "H", "C", "C", "O", "H", "Cl", "C", "H", "C", "H"], "positions_angstrom": [[-1.4668, -0.7029, -0.7220], [0.5029, -0.3209, 1.7231], [-1.2980, 0.1534, 1.7684], [0.3686, -2.3265, -0.7496], [-0.4996, -0.4045, -0.3719], [-0.4283, 0.0227, 1.0984], [-1.0538, 1.9586, -0.1090], [0.8371, -0.9986, -1.8982], [2.2296, -1.0415, -0.0836], [-0.1496, 0.9837, 0.0115], [0.9714, 1.1650, -0.1038], [0.6585, -1.2584, -0.8733], [-0.6720, 2.7698, 0.3099]], "nbo_charge": [0.24, 0.22, 0.23, 0.22, -0.28, -0.46, -0.69, 0.21, -0.06, 0.07, 0.18, -0.37, 0.48], "smiles": "O[C@H]1C[C@@H]1CCl", "spin_multiplicity": 1, "lumo_ev": 0.822}



#Q
{"formula": "C4H7ClO", "method": "wB97M-V/def2-TZVPD", "species": ["H", "Cl", "H", "H", "H", "C", "H", "C", "C", "C", "O", "H", "H"], "positions_angstrom": [[0.1712, 1.5535, 1.0987], [-2.3651, -0.1511, -0.5940], [1.1551, 0.8103, -1.6887], [-0.4135, -2.2926, -0.0400], [0.6603, -1.4850, 1.0839], [-0.1050, 1.0989, 0.1436], [2.0639, 0.7242, -0.2137], [0.0427, -1.3267, 0.2123], [1.0572, 0.5054, -0.6335], [-0.9183, -0.1595, 0.4742], [0.8579, -0.9052, -0.8460], [-1.4915, -0.2188, 1.4271], [-0.7149, 1.8465, -0.4238]], "nbo_charge": [0.22, -0.09, 0.20, 0.21, 0.17, -0.47, 0.18, -0.09, -0.10, -0.20, -0.51, 0.24, 0.25], "smiles": "Cl[C@@H]1CCOC1", "spin_multiplicity": 1, "lumo_ev": 0.925}



Energies relative to the most stable structure, in eV: #P 0.943; #Q 0.000.



#P
{"formula": "C12H19N2O", "method": "wB97M-V/def2-TZVPD", "species": ["H", "H", "H", "H", "H", "H", "C", "C", "C", "C", "H", "C", "C", "C", "H", "C", "H", "H", "H", "H", "O", "H", "N", "H", "H", "H", "C", "C", "H", "C", "H", "H", "N", "C"], "positions_angstrom": [[2.8687, -2.5303, -0.9782], [-1.3780, -1.9835, 1.0957], [0.6412, 2.7594, 0.9191], [-4.9138, 0.5434, 0.5516], [0.6624, 2.6449, -0.9134], [3.0977, -0.8233, 1.0786], [0.2544, -0.3690, -0.6538], [2.3886, -1.5589, -0.9489], [-3.9332, 0.2295, 0.3285], [0.3400, 2.1559, 0.0654], [-1.4541, 0.8649, -1.9682], [3.0343, -0.5113, -0.0027], [-3.3191, -0.7983, 1.0592], [-2.0910, 0.4648, -1.1545], [-3.9499, 1.5067, -1.5064], [-1.3965, -0.4816, -0.3747], [-0.1602, 0.9707, 2.2095], [0.5466, -2.5600, -0.9216], [1.6057, 0.7242, 2.2664], [4.1441, -0.3090, -0.2606], [0.4772, -0.1784, -2.0374], [2.7493, 1.4905, 0.4504], [0.9644, -1.6626, -0.4542], [0.8451, -1.8649, 0.6041], [2.3421, -1.2353, -2.0263], [0.7103, -0.7058, 1.9173], [-2.0060, -1.1558, 0.6868], [0.9560, 0.7241, 0.2863], [-0.7776, 2.1174, 0.1244], [-3.3732, 0.7746, -0.8154], [0.9436, 0.6834, -2.1133], [-3.8516, -1.1028, 1.8820], [2.2797, 0.7677, -0.1288], [0.7528, 0.4088, 1.7330]], "nbo_charge": [0.24, 0.20, 0.23, 0.23, 0.23, 0.19, 0.45, -0.24, -0.18, -0.62, 0.24, -0.26, -0.18, -0.22, 0.24, -0.06, 0.26, 0.46, 0.23, 0.25, -0.72, 0.39, -0.58, 0.45, 0.27, 0.18, -0.23, 0.07, 0.25, -0.20, 0.50, 0.23, -0.65, -0.63], "smiles": "CC1(C)NCC[NH2+][C@@]1(O)c1ccccc1", "total_charge": 1, "spin_multiplicity": 1, "lumo_ev": -2.944}



#Q
{"formula": "C12H19N2O", "method": "wB97M-V/def2-TZVPD", "species": ["C", "C", "C", "H", "H", "C", "O", "H", "H", "C", "H", "H", "H", "H", "N", "H", "H", "N", "C", "H", "H", "H", "C", "C", "H", "C", "H", "C", "C", "H", "C", "H", "H", "H"], "positions_angstrom": [[3.4480, 0.1621, 0.7768], [0.6431, 1.5667, -1.2072], [-2.8349, -0.4793, 1.5607], [3.8372, -1.9817, 1.2923], [-0.0876, 1.8338, 0.7995], [3.1271, -1.3155, 0.7563], [-0.5821, -2.5740, -0.4287], [-1.9510, -3.9750, 0.1129], [1.1895, 2.1404, -1.9304], [2.9587, 0.7893, -0.4755], [1.6640, -2.6891, -0.0141], [-3.7275, -1.0318, 1.4357], [-0.5623, 3.1198, -0.3765], [-2.0635, -0.8529, 2.1892], [-1.3562, -0.4505, -0.2797], [4.5800, 0.3365, 0.9632], [-2.6180, 1.6682, -0.7505], [-1.8691, -2.9459, -0.1437], [0.2643, 2.4886, 0.0371], [-3.1132, 0.4218, 2.1476], [-4.1712, 1.1535, -0.3571], [-3.2336, 0.5138, -1.7110], [-3.2325, 0.8389, -0.6831], [1.0802, -0.7935, -0.3592], [1.0317, 3.1002, 0.3341], [-0.3924, -1.2500, -0.3516], [-2.5008, -2.8023, -0.9305], [1.5507, 0.4707, -0.7194], [-2.4630, -0.1132, 0.2123], [-0.3355, 1.1476, -1.6445], [2.0459, -1.7405, 0.0917], [3.4838, 0.5481, -1.4203], [3.0646, 1.8985, -0.5687], [3.1257, 0.7969, 1.6423]], "nbo_charge": [-0.46, -0.44, -0.70, 0.23, 0.20, -0.13, -0.31, 0.40, 0.23, -0.49, 0.22, 0.27, 0.21, 0.26, -0.45, 0.25, 0.26, -0.55, -0.58, 0.26, 0.24, 0.25, -0.67, -0.20, 0.22, 0.68, 0.36, 0.22, 0.51, 0.21, -0.24, 0.26, 0.24, 0.24], "smiles": "CCC1=C(C(=[N+]=C(C)C)ON)C=CCC1", "total_charge": 1, "spin_multiplicity": 1, "lumo_ev": -3.839}



Energies relative to the most stable structure, in eV: #P 0.000; #Q 2.487.



#P
{"formula": "C5H4O", "method": "wB97M-V/def2-TZVPD", "species": ["O", "H", "H", "C", "C", "H", "C", "C", "C", "H"], "positions_angstrom": [[3.8472, 0.0567, -0.0479], [-0.7485, 1.1576, 0.0896], [-0.8864, -1.1627, 0.0229], [0.2530, 1.1271, -0.0582], [2.0217, -0.0506, -0.0409], [0.7391, 2.0050, 0.0045], [0.1367, -1.1060, -0.0295], [0.8142, -0.0198, -0.8292], [0.8480, -0.0183, 0.8407], [0.6415, -2.0280, 0.0303]], "nbo_charge": [-0.54, 0.23, 0.23, -0.36, 0.55, 0.23, -0.37, -0.12, -0.10, 0.24], "spin_multiplicity": 1, "lumo_ev": [-1.188, -1.185]}



#Q
{"formula": "C5H4O", "method": "wB97M-V/def2-TZVPD", "species": ["C", "H", "C", "H", "H", "C", "H", "C", "O", "C"], "positions_angstrom": [[-0.5813, 0.2573, 0.0104], [0.1356, 2.6114, 0.0303], [-0.1531, -0.7846, -0.5172], [-1.5167, 0.9663, 1.7917], [0.2070, 1.1530, 1.6322], [1.1293, -2.7702, -1.5138], [1.7514, -3.4925, -2.0395], [0.4216, -1.8897, -1.0825], [-0.6760, 2.6465, 0.5865], [-0.7177, 1.3026, 1.1020]], "nbo_charge": [-0.02, 0.47, -0.01, 0.22, 0.19, -0.15, 0.25, -0.13, -0.69, -0.13], "smiles": "C#CC#CCO", "spin_multiplicity": 1, "lumo_ev": 0.393}



#R
{"formula": "C5H4O", "method": "wB97M-V/def2-TZVPD", "species": ["C", "H", "O", "C", "H", "C", "C", "H", "H", "C"], "positions_angstrom": [[0.5906, -0.0103, 1.5218], [0.9005, 0.1288, 2.4656], [-0.4270, 0.8668, 1.1309], [-0.8054, 0.6488, -0.2673], [1.6775, -1.7211, -1.6130], [1.3458, -0.5077, 0.3186], [0.3493, -0.1036, -0.8311], [-1.4894, -0.1704, -0.0655], [-1.1301, 1.5727, -0.8443], [1.2688, -0.9910, -0.9850]], "nbo_charge": [-0.02, 0.19, -0.53, -0.13, 0.22, -0.08, 0.08, 0.23, 0.24, -0.20], "smiles": "C1=C2C=C2CO1", "spin_multiplicity": 1, "lumo_ev": [0.834, 0.834]}



Energies relative to the most stable structure, in eV: #P 5.820; #Q 0.000; #R 2.167.



#P
{"formula": "C5H4O", "method": "wB97M-V/def2-TZVPD", "species": ["C", "C", "H", "H", "C", "C", "O", "C", "H", "H"], "positions_angstrom": [[-0.2183, -0.3506, -0.2804], [2.1486, 0.5596, 0.2130], [-1.8550, -0.8026, 0.8779], [-1.6871, -1.8444, -0.5482], [0.9058, 0.0736, -0.1488], [3.1845, 0.9875, 0.6586], [-2.5253, -0.0576, -0.9583], [-1.6108, -0.8115, -0.1968], [4.0700, 1.3721, 1.1130], [-2.4123, 0.8740, -0.7300]], "nbo_charge": [0.05, -0.09, 0.19, 0.21, -0.09, -0.16, -0.69, -0.14, 0.24, 0.47], "smiles": "C#CC#CCO", "spin_multiplicity": 1, "lumo_ev": 0.686}



#Q
{"formula": "C5H4O", "method": "wB97M-V/def2-TZVPD", "species": ["O", "C", "H", "H", "C", "C", "H", "C", "C", "H"], "positions_angstrom": [[-1.3203, -0.0203, 2.4872], [-0.4645, 1.6367, 0.7372], [0.9197, -2.0850, -1.8234], [-0.5686, 2.6983, 0.5764], [-0.8701, 0.6515, 1.6261], [0.0095, 0.4936, 0.1700], [1.2907, 0.3727, -1.5520], [0.4866, -1.5134, -1.0218], [0.6624, -0.1980, -0.8749], [-0.1454, -2.0361, -0.3248]], "nbo_charge": [-0.53, -0.33, 0.20, 0.21, 0.61, -0.03, 0.21, -0.26, -0.30, 0.21], "smiles": "C=Cc1cc1=O", "spin_multiplicity": 1, "lumo_ev": -0.027}



Energies relative to the most stable structure, in eV: #P 0.269; #Q 0.000.



#P
{"formula": "C8H13N", "method": "wB97M-V/def2-TZVPD", "species": ["H", "C", "H", "C", "H", "C", "H", "H", "C", "H", "N", "H", "H", "C", "C", "H", "H", "H", "C", "H", "H", "C"], "positions_angstrom": [[-0.5800, -3.1598, -1.5934], [0.1308, 0.9178, 1.2035], [-1.1039, 0.6368, -2.0288], [-0.2551, 1.2108, -0.1203], [2.2186, -1.0753, -1.0366], [0.3055, 2.3018, 1.8363], [-2.3416, -1.4657, 0.0504], [-0.8052, 2.9841, 1.4550], [0.0091, -1.7246, -0.1123], [-0.4265, 0.1607, 1.7534], [-1.2699, 0.2827, -0.9428], [1.9628, -1.1282, 0.8009], [1.1853, 2.7931, 0.9874], [-1.3281, -1.1237, -0.4169], [-0.4244, -2.0421, -1.4617], [0.1037, -1.7612, -2.2957], [-0.3390, 2.0388, -0.5846], [0.3298, -2.4575, 0.8265], [1.3451, -0.8015, -0.2052], [2.1039, 1.2940, 0.1287], [0.4933, 2.1369, 3.1186], [1.2316, 0.7655, 0.1128]], "nbo_charge": [0.21, -0.32, 0.39, 0.00, 0.22, -0.61, 0.24, 0.21, -0.27, 0.24, -0.67, 0.19, 0.22, -0.06, -0.42, 0.21, 0.18, 0.24, -0.40, 0.22, 0.24, -0.25], "spin_multiplicity": 1, "lumo_ev": 1.017}



#Q
{"formula": "C8H13N", "method": "wB97M-V/def2-TZVPD", "species": ["H", "H", "H", "C", "H", "H", "C", "H", "H", "C", "H", "C", "C", "C", "N", "C", "H", "H", "H", "H", "C", "H"], "positions_angstrom": [[-1.3584, 0.0399, 1.7758], [-1.9458, -1.6374, 1.7413], [-0.5235, -3.3181, 0.6257], [0.2184, 0.0251, -1.9093], [1.1686, -2.8433, 0.0994], [-0.5773, -0.7146, -1.8989], [0.9882, 2.2069, -0.8860], [1.1484, -0.4486, -1.6065], [1.1346, 2.7047, -1.8483], [1.1831, -0.4777, 1.1970], [-0.9135, -1.0774, 3.0624], [0.1160, -1.4051, 1.2300], [0.2637, -2.5824, 0.6215], [-1.1060, -0.9960, 1.9927], [2.0749, 0.2408, 1.1738], [-1.2612, 1.3032, -0.3943], [0.7379, 2.9559, -0.1412], [-2.0485, 0.5782, -0.5210], [1.9275, 1.7389, -0.6082], [-1.4840, 2.1480, 0.2336], [-0.0941, 1.1807, -1.0066], [0.3510, 0.3784, -2.9330]], "nbo_charge": [0.24, 0.22, 0.20, -0.65, 0.21, 0.21, -0.65, 0.22, 0.21, 0.28, 0.23, -0.13, -0.31, -0.63, -0.33, -0.45, 0.21, 0.19, 0.24, 0.20, 0.05, 0.22], "smiles": "C=C(C)C#N.C=C(C)C", "spin_multiplicity": 1, "lumo_ev": 0.603}



Energies relative to the most stable structure, in eV: #P 7.568; #Q 0.000.



#P
{"formula": "C4H10NO2", "method": "wB97M-V/def2-TZVPD", "species": ["C", "H", "H", "H", "N", "C", "C", "O", "H", "H", "H", "H", "O", "H", "C", "H", "H"], "positions_angstrom": [[0.7830, -0.7345, 1.7428], [-0.8921, -0.0188, -2.7604], [-0.7379, 1.2717, -1.4201], [-0.8179, -1.6449, -0.2725], [1.4439, 0.9348, -0.0962], [-0.3001, -0.7855, -0.6707], [-1.0327, 0.2346, -1.6744], [-2.4379, 0.2530, -1.2587], [0.1142, -1.5469, 2.1249], [-2.4864, 0.6282, -0.4064], [0.5592, -1.3184, -1.1605], [1.5861, -1.2005, 1.1801], [1.1222, 0.0300, 2.7257], [2.0656, 0.9756, 0.7200], [0.2513, 0.2144, 0.4372], [-0.5622, 0.7000, 0.9024], [1.3415, 2.0072, -0.1130]], "nbo_charge": [0.01, 0.16, 0.17, 0.21, -0.88, -0.45, -0.06, -0.76, 0.08, 0.46, 0.19, 0.05, -0.94, 0.38, -0.11, 0.15, 0.33], "smiles": "N[C@H](C[O-])CCO", "total_charge": -1, "spin_multiplicity": 1, "lumo_ev": 3.865}



#Q
{"formula": "C4H10NO2", "method": "wB97M-V/def2-TZVPD", "species": ["C", "H", "H", "O", "H", "H", "N", "H", "H", "H", "C", "H", "H", "C", "C", "O", "H"], "positions_angstrom": [[-0.9009, 1.0122, 0.3986], [-0.5137, -1.2234, -0.1015], [1.6371, 0.3316, 1.4028], [-2.2197, -1.1267, 0.1713], [-1.1092, 2.1205, 0.4855], [-3.0032, 0.8194, 0.4147], [0.1879, -0.8905, -0.7220], [1.9139, 1.7684, 0.7473], [-2.3095, 0.3002, -1.2148], [0.5524, 1.0402, -1.3186], [0.3747, 0.5152, -0.3917], [2.5406, 0.5279, -0.1880], [1.1794, -1.1732, -0.2752], [1.6842, 0.7904, 0.4527], [-2.1796, 0.2014, -0.0844], [2.7955, -0.6515, 0.0132], [-0.6807, 0.8320, 1.3750]], "lowdin_charge": [-0.15, -0.01, 0.09, -0.37, 0.10, 0.07, 0.02, 0.10, 0.09, 0.11, -0.41, 0.02, 0.08, -0.08, -0.50, -0.22, 0.05], "total_charge": -1, "spin_multiplicity": 1, "lumo_ev": 2.642}



Energies relative to the most stable structure, in eV: #P 0.000; #Q 4.304.



#P
{"formula": "C4H10NO2", "method": "wB97M-V/def2-TZVPD", "species": ["N", "H", "H", "H", "H", "C", "O", "H", "H", "C", "H", "H", "H", "C", "O", "H", "C"], "positions_angstrom": [[0.2461, -0.9527, -1.7298], [0.1214, 0.0367, -1.9611], [0.9334, -2.0817, -0.1057], [-1.1493, 0.0807, 0.1848], [0.1713, -1.5693, 2.4034], [0.0408, 2.6744, -0.9690], [0.7332, 2.3866, 0.0220], [-0.1145, 3.7725, -1.1598], [-1.2398, -0.5450, 2.6280], [0.5567, -1.0696, -0.3100], [0.2983, 0.1734, 2.1503], [1.3193, -0.3619, 0.0253], [1.0322, -1.2793, -2.2775], [-0.6888, -0.8475, 0.5389], [-0.4924, 1.9186, -1.8149], [-1.4136, -1.6469, 0.3659], [-0.3542, -0.6891, 2.0093]], "nbo_charge": [-0.87, 0.41, 0.15, 0.23, 0.17, 0.63, -0.78, -0.01, 0.19, -0.21, 0.22, 0.18, 0.33, -0.41, -0.81, 0.18, -0.61], "total_charge": -1, "spin_multiplicity": 1, "lumo_ev": 4.187}



#Q
{"formula": "C4H10NO2", "method": "wB97M-V/def2-TZVPD", "species": ["H", "H", "H", "C", "C", "O", "H", "C", "N", "H", "H", "H", "H", "O", "H", "H", "C"], "positions_angstrom": [[-0.3873, -2.2354, -0.7347], [0.9147, 0.0205, 2.8133], [-1.4782, -0.1432, -0.1648], [0.5498, -0.3665, 0.6342], [0.2794, 0.4903, 1.9827], [-0.6529, -1.1829, -2.7835], [-0.9545, 1.6790, -0.9681], [-0.4859, -0.2644, -0.5330], [-0.0897, 1.0465, -1.2031], [-0.8583, 0.1980, 2.0870], [-0.4454, 0.7402, -2.1461], [0.9315, -1.3549, -1.4320], [0.5055, 2.3011, 0.9565], [0.2828, 1.9706, 1.8546], [0.5487, -1.4185, 0.8819], [1.5869, -0.0581, 0.2817], [-0.2469, -1.4223, -1.5266]], "nbo_charge": [0.08, 0.17, 0.15, -0.43, -0.07, -0.92, 0.31, -0.09, -0.90, 0.15, 0.40, 0.05, 0.49, -0.78, 0.19, 0.20, -0.01], "smiles": "N[C@@H](C[O-])CCO", "total_charge": -1, "spin_multiplicity": 1, "lumo_ev": 3.825}



Energies relative to the most stable structure, in eV: #P 0.000; #Q 3.736.